# C29H29BF4N4PRuSTe4

C29H29BF4N4PRuSTe4 as an isolated structure (ωB97M-V/def2-TZVPD, OMol25).

Geometry as ORCA input:
```
! RIJCOSX wB97M-V def2-TZVPD def2/J DEFGRID3
* xyz -2 6
Ru 0.335 -0.232 -0.417
Te -0.886 2.251 -0.874
Te 0.807 4.227 -0.796
Te -2.203 8.619 -1.571
Te -1.929 6.035 -1.438
C 3.663 0.830 -2.392
C 4.116 1.717 -1.267
C 5.100 2.665 -1.541
C 5.625 3.478 -0.552
C 5.176 3.337 0.752
C 4.192 2.406 1.040
C 3.628 1.607 0.045
P 2.372 0.313 0.456
C 2.037 0.648 2.238
C 1.511 1.930 2.445
C 1.067 2.346 3.683
C 1.130 1.467 4.756
C 1.616 0.192 4.559
C 2.063 -0.253 3.311
C 2.448 -1.706 3.219
C 3.371 -1.193 0.188
C 4.754 -1.267 0.267
C 5.419 -2.390 -0.207
C 4.684 -3.422 -0.778
C 3.299 -3.354 -0.835
C 2.612 -2.251 -0.326
C 1.124 -2.153 -0.286
H 4.466 0.139 -2.668
H 3.401 1.421 -3.269
H 2.785 0.243 -2.146
H 5.452 2.759 -2.562
H 6.383 4.213 -0.797
H 5.579 3.954 1.546
H 3.852 2.312 2.063
H 1.444 2.620 1.613
H 0.666 3.346 3.799
H 0.773 1.766 5.735
H 1.613 -0.516 5.379
H 2.908 -2.030 4.154
H 3.136 -1.920 2.411
H 1.547 -2.309 3.074
H 5.316 -0.428 0.663
H 6.500 -2.443 -0.164
H 5.197 -4.286 -1.186
H 2.731 -4.168 -1.271
H 0.780 -2.360 0.741
H 0.630 -2.878 -0.934
F -0.918 -0.676 2.290
B -1.364 -1.799 3.076
F -0.839 -2.968 2.519
F -2.770 -1.830 3.056
F -0.908 -1.638 4.390
S 0.359 0.295 -3.061
C -0.030 -0.394 -4.622
C 0.549 -1.599 -5.047
C 0.277 -2.121 -6.302
C -0.582 -1.463 -7.174
C -1.167 -0.271 -6.763
C -0.901 0.255 -5.508
H 1.221 -2.116 -4.373
H 0.742 -3.055 -6.601
H -0.794 -1.873 -8.155
H -1.842 0.258 -7.427
H -1.361 1.184 -5.194
N -5.506 0.193 1.151
C -4.188 -0.060 0.864
N -3.262 0.650 1.510
N -3.946 -0.944 -0.074
C -2.691 -1.094 -0.425
N -1.591 -1.255 -0.748
H -5.703 0.493 2.091
H -6.125 -0.519 0.799
H -3.532 1.282 2.242
H -2.306 0.294 1.555
*
```

The calculation puts the LUMO energy (alpha / beta) at 0.13285 / 0.11666 Ha. As for the HOMO-LUMO gap (alpha / beta): 5.22 / 5.10 eV. As for the energy above the lowest of the compared OMol25 structures with the same formula, charge and spin: 19.5 kcal per mole. The calculation puts the HOMO energy (alpha / beta) at -1.609 / -1.928 eV.